# 1
Molecular formula: H80O40
Method: DFT, ωB97M-V with the def2-TZVPD basis set

Calculated values
- Kohn-Sham gap (eV) = 9.71
- lowest unoccupied orbital energy (eV) = -0.64
- spin multiplicity = 1
- HOMO (eV) = -10.344
- relative energy (zero: lowest compared OMol25 entry of this formula, charge and spin) (kcal/mol) = 354.86

CARTESIAN COORDINATES (ANGSTROEM)
1 H 2.986 -3.838 -0.835
2 H 4.431 -3.749 -0.285
3 O 3.702 -3.263 -0.518
4 H 2.642 -2.186 -4.488
5 H 2.809 -1.374 -5.724
6 O 2.605 -2.153 -5.448
7 H -4.037 3.427 1.229
8 H -4.868 4.518 0.283
9 O -4.888 3.784 0.950
10 H -3.112 -1.332 6.076
11 H -3.165 0.238 5.944
12 O -2.533 -0.552 6.067
13 H -1.338 3.508 2.522
14 H -2.052 4.274 3.562
15 O -1.097 4.026 3.396
16 H 3.755 -1.963 -1.752
17 O 3.850 -2.119 -2.663
18 H -5.830 -0.323 0.292
19 O -5.380 -1.047 0.664
20 H -3.430 -0.666 3.956
21 H -3.485 -2.242 4.040
22 O -3.950 -1.379 4.179
23 H -3.986 -4.582 2.015
24 H -2.627 -5.206 1.699
25 O -3.245 -4.906 2.417
26 H -5.257 0.289 -3.742
27 H -4.172 1.330 -4.108
28 O -4.866 1.265 -3.528
29 H 3.222 1.677 -3.975
30 H 3.366 2.665 -2.922
31 O 3.754 1.863 -3.213
32 H 1.436 5.218 -3.825
33 O 1.000 4.702 -4.534
34 H 3.585 -3.862 2.514
35 H 3.632 -3.938 1.034
36 O 3.656 -4.416 1.792
37 H 0.526 -4.121 -0.370
38 H -0.209 -3.317 0.486
39 O 0.465 -3.341 -0.209
40 H -3.409 4.617 -1.796
41 H -3.510 3.114 -1.207
42 O -3.330 4.139 -0.986
43 H -3.312 -2.878 0.277
44 H -2.635 -2.149 1.632
45 O -2.902 -2.944 1.141
46 H 5.077 0.769 2.245
47 H 4.324 2.125 2.144
48 O 4.263 1.163 2.307
49 H -1.336 -6.038 0.099
50 H -2.400 -4.960 0.148
51 O -1.599 -5.247 -0.178
52 H 2.314 3.343 -0.851
53 O 2.980 3.159 -0.201
54 H -0.970 -3.580 4.643
55 H -1.169 -2.242 4.023
56 O -1.618 -2.962 4.451
57 H 2.069 4.619 3.277
58 O 1.759 3.770 3.522
59 H 1.068 -1.296 2.312
60 H 0.677 -2.538 3.070
61 O 0.396 -1.834 2.604
62 H 4.251 4.925 -2.664
63 H 2.766 4.886 -2.020
64 O 3.391 4.464 -2.617
65 H 4.209 -1.962 1.519
66 H 3.353 -0.677 2.180
67 O 3.395 -1.497 1.545
68 H -2.304 3.899 -3.486
69 H -1.281 4.832 -3.763
70 O -2.247 4.816 -3.802
71 H 0.875 0.921 -1.823
72 H -0.369 1.587 -1.060
73 O -0.004 1.092 -1.806
74 H -0.708 2.525 0.861
75 H -1.959 1.639 1.093
76 O -1.644 2.380 0.502
77 H -2.384 2.009 -1.263
78 H -2.024 0.751 -2.035
79 O -2.769 1.358 -1.822
80 H -0.215 -1.633 -4.690
81 H 0.456 -2.152 -5.821
82 O -0.054 -1.403 -5.527
83 H -0.545 -1.725 -1.538
84 H 0.132 -1.011 -2.427
85 O -0.627 -1.574 -2.466
86 H 6.044 1.221 -0.707
87 H 5.041 0.913 -1.901
88 O 5.457 1.624 -1.342
89 H 0.493 -4.984 4.473
90 O 1.169 -4.966 3.728
91 H -1.616 2.382 4.879
92 H -1.702 0.632 5.160
93 O -1.911 1.569 4.807
94 H 3.858 3.119 -0.616
95 H 3.992 -1.243 -2.883
96 H 1.026 3.428 3.074
97 H -4.524 -0.974 0.383
98 H 1.659 4.107 -5.051
99 H 1.433 -5.819 3.731
100 O -1.366 -3.393 -4.212
101 H -1.178 -3.568 -3.276
102 H -2.219 -3.020 -4.422
103 O -0.056 1.451 2.589
104 H -0.343 0.581 2.700
105 H 0.013 1.870 3.388
106 O -3.233 0.302 0.862
107 H -3.585 1.033 0.336
108 H -3.701 0.441 1.746
109 O 1.299 1.429 -5.178
110 H 0.937 0.968 -5.948
111 H 0.668 1.350 -4.501
112 O 1.039 -4.581 -2.302
113 H 0.738 -3.702 -2.539
114 H 1.805 -4.864 -2.815
115 O 2.445 5.387 0.691
116 H 1.942 5.438 -0.054
117 H 2.958 4.617 0.819
118 O 2.155 -0.234 4.123
119 H 2.122 -0.141 5.082
120 H 2.613 0.585 3.946

Atomic partial charges in e from the Mulliken method, atoms 1 to 8: H 0.246; H 0.187; O -0.772; H 0.268; H 0.275; O -0.573; H 0.305; H 0.338


# 2
Molecular formula: C26H21N2O2S
Method: DFT, ωB97M-V with the def2-TZVPD basis set

Calculated values
- Kohn-Sham gap (eV) = 6.33
- net charge = -1
- lowest unoccupied orbital energy (eV) = 2.85
- spin multiplicity = 1
- HOMO (eV) = -3.480
- SMILES = O=S(=O)(c1ccccc1)[C@H](/C(=N/c1ccccc1)[N-]c1ccccc1)c1ccccc1

CARTESIAN COORDINATES (ANGSTROEM)
1 O -2.129 -1.356 3.160
2 S -1.579 -1.582 1.845
3 O -0.846 -2.775 1.536
4 C -2.874 -1.315 0.667
5 C -3.624 -0.138 0.755
6 C -4.625 0.083 -0.192
7 C -4.848 -0.911 -1.162
8 C -4.028 -2.049 -1.290
9 C -3.041 -2.267 -0.333
10 C -0.576 -0.115 1.409
11 C 0.057 -0.030 0.044
12 N -0.584 -0.644 -0.958
13 C -0.737 -0.366 -2.303
14 C -0.279 -1.308 -3.275
15 C -0.659 -1.235 -4.596
16 C -1.503 -0.207 -5.032
17 C -1.862 0.805 -4.143
18 C -1.474 0.747 -2.809
19 N 1.133 0.676 -0.247
20 C 2.471 0.806 -0.155
21 C 3.038 2.064 -0.508
22 C 4.334 2.394 -0.152
23 C 5.184 1.419 0.392
24 C 4.727 0.101 0.501
25 C 3.400 -0.211 0.218
26 C 0.403 0.147 2.525
27 C 0.866 1.468 2.484
28 C 1.955 1.865 3.237
29 C 2.424 0.975 4.210
30 C 1.862 -0.300 4.353
31 C 0.876 -0.758 3.463
32 H -3.394 0.601 1.524
33 H -5.211 1.019 -0.158
34 H -5.703 -0.799 -1.829
35 H -4.146 -2.768 -2.115
36 H -2.375 -3.127 -0.373
37 H -1.367 0.648 1.443
38 H 0.384 -2.091 -2.916
39 H -0.291 -1.957 -5.321
40 H -1.837 -0.180 -6.070
41 H -2.405 1.657 -4.532
42 H -1.717 1.544 -2.113
43 H 2.397 2.798 -0.989
44 H 4.716 3.403 -0.321
45 H 6.203 1.671 0.708
46 H 5.423 -0.684 0.802
47 H 3.016 -1.225 0.314
48 H 0.368 2.145 1.783
49 H 2.419 2.829 3.010
50 H 3.245 1.299 4.848
51 H 2.238 -0.968 5.139
52 H 0.577 -1.794 3.524

Atomic partial charges in e from the Mulliken method, atoms 1 to 8: O -0.738; S 1.602; O -0.715; C 0.100; C -0.088; C -0.926; C -0.385; C -0.601


# 3
Molecular formula: C19H30BrF2N5O4P
Method: DFT, ωB97M-V with the def2-TZVPD basis set

Calculated values
- Kohn-Sham gap (eV) = 8.57
- net charge = +1
- lowest unoccupied orbital energy (eV) = -2.81
- spin multiplicity = 1
- HOMO (eV) = -11.381

CARTESIAN COORDINATES (ANGSTROEM)
1 C 5.552 1.553 1.287
2 C 5.012 0.314 0.536
3 O 5.372 -0.031 -0.558
4 N 4.005 -0.471 1.278
5 C 4.619 -1.632 1.985
6 N 2.999 -0.924 0.413
7 C 1.901 -0.241 0.195
8 N 1.731 0.988 0.805
9 C 0.891 1.930 0.022
10 C 0.735 3.215 0.895
11 C 0.452 2.888 2.402
12 F 2.012 3.854 0.878
13 C -0.447 1.317 -0.490
14 C -1.757 2.011 -0.012
15 O -2.939 1.261 -0.342
16 C -3.575 0.738 0.779
17 C -3.630 -0.667 1.016
18 C -4.234 -1.242 2.157
19 C -4.836 -0.403 3.135
20 C -4.830 0.998 2.904
21 C -4.216 1.563 1.750
22 C -0.423 -0.191 -0.165
23 F -0.639 -0.502 1.171
24 N 0.876 -0.731 -0.651
25 P 0.644 -2.512 -0.550
26 O 1.029 -3.028 0.984
27 Br 2.131 -3.584 -1.877
28 H 6.187 2.147 0.612
29 H 6.101 1.202 2.190
30 H 4.692 2.143 1.678
31 H 4.776 -1.419 3.059
32 H 3.974 -2.530 1.915
33 H 5.570 -1.876 1.460
34 H 3.186 -1.825 -0.038
35 H 2.624 1.475 0.911
36 H 1.471 2.267 -0.870
37 H 0.031 3.950 0.468
38 H -0.038 1.888 2.421
39 H -0.310 3.595 2.780
40 H 1.383 2.886 2.991
41 H -0.433 1.404 -1.598
42 H -1.838 2.970 -0.577
43 H -1.784 2.277 1.061
44 H -3.135 -1.314 0.270
45 H -4.185 -2.341 2.243
46 H -5.279 -0.866 4.027
47 H -5.322 1.633 3.658
48 H -4.258 2.660 1.655
49 H -1.222 -0.674 -0.759
50 H 0.212 -3.089 1.511
51 C -2.415 -3.141 -3.706
52 O -1.919 -3.877 -2.875
53 N -1.818 -2.036 -4.209
54 C -2.456 -1.187 -5.198
55 C -0.492 -1.699 -3.733
56 H -3.419 -3.322 -4.123
57 H -1.842 -1.157 -6.100
58 H -2.559 -0.177 -4.797
59 H -3.443 -1.570 -5.453
60 H 0.188 -2.523 -3.950
61 H -0.526 -1.552 -2.652
62 H -0.134 -0.791 -4.216

Atomic partial charges in e from the Mulliken method, atoms 1 to 8: C -1.087; C 0.620; O -0.474; N -0.286; C -0.871; N 0.399; C 0.118; N 0.038


# 4
Molecular formula: C5H7NS2
Method: DFT, ωB97M-V with the def2-TZVPD basis set

Calculated values
- Kohn-Sham gap (alpha / beta) (eV) = 6.89 / 7.58
- lowest unoccupied orbital energy (alpha / beta) (eV) = -0.63 / -0.57
- spin multiplicity = 1
- HOMO (alpha / beta) (eV) = -7.524 / -8.158
- relative energy (zero: lowest compared OMol25 entry of this formula, charge and spin) (kcal/mol) = 98.10

CARTESIAN COORDINATES (ANGSTROEM)
1 C 1.650 0.826 -0.833
2 C -0.778 0.138 0.535
3 C -0.189 0.669 -2.417
4 C -0.248 -1.127 3.002
5 C 0.840 0.071 -1.641
6 N 2.113 1.651 -0.233
7 S -2.200 0.318 -0.144
8 S 0.414 -0.530 1.411
9 H -0.454 0.247 -3.424
10 H -1.172 0.667 -1.949
11 H -0.014 1.702 -2.425
12 H -0.674 -0.193 3.604
13 H 0.578 -1.616 3.534
14 H -1.022 -1.851 2.744
15 H 1.157 -0.973 -1.764

Atomic partial charges in e from the Mulliken method, atoms 1 to 8: C 0.488; C 0.376; C -0.757; C -0.867; C -0.430; N -0.438; S -0.333; S 0.067


# 5
Molecular formula: C5H7NO
Method: DFT, ωB97M-V with the def2-TZVPD basis set

Calculated values
- Kohn-Sham gap (alpha / beta) (eV) = 8.37 / 8.37
- lowest unoccupied orbital energy (alpha / beta) (eV) = -0.04 / -0.04
- spin multiplicity = 1
- HOMO (alpha / beta) (eV) = -8.410 / -8.409
- relative energy (zero: lowest compared OMol25 entry of this formula, charge and spin) (kcal/mol) = 134.06

CARTESIAN COORDINATES (ANGSTROEM)
1 N 1.689 -0.087 2.136
2 C 0.831 -0.032 1.227
3 O -0.347 0.756 1.359
4 C -1.159 0.451 0.345
5 C -0.613 -0.442 -0.570
6 C 0.619 -0.102 -1.334
7 C 0.725 -0.824 -0.009
8 H 1.426 0.516 2.913
9 H -2.071 0.716 -1.490
10 H -2.197 0.738 0.492
11 H -1.806 -0.095 -1.490
12 H 0.949 0.938 -1.371
13 H 0.865 -0.682 -2.216
14 H 1.088 -1.849 0.007

Atomic partial charges in e from the Mulliken method, atoms 1 to 8: N -0.666; C 0.413; O -0.354; C -0.394; C 0.045; C -0.551; C -0.153; H 0.277


# 6
Molecular formula: C34H42F4KN8O4S2
Method: DFT, ωB97M-V with the def2-TZVPD basis set

Calculated values
- Kohn-Sham gap (eV) = 5.30
- net charge = -1
- lowest unoccupied orbital energy (eV) = 1.32
- spin multiplicity = 1
- HOMO (eV) = -3.977

CARTESIAN COORDINATES (ANGSTROEM)
1 K -0.234 -0.192 -0.507
2 C -0.080 -3.284 3.170
3 C -0.024 -2.374 1.938
4 N -1.082 -1.369 1.824
5 C -2.425 -1.939 1.893
6 C -2.688 -2.973 0.808
7 C -0.907 -0.255 2.756
8 C -1.687 1.009 2.385
9 N -1.301 1.448 1.061
10 C -1.840 2.516 0.493
11 C -1.410 2.873 -0.826
12 F -0.479 2.075 -1.430
13 C -1.867 3.955 -1.524
14 F -1.378 4.165 -2.768
15 C -2.814 4.824 -1.009
16 C -3.260 4.516 0.265
17 F -4.185 5.314 0.836
18 C -2.812 3.434 0.987
19 F -3.332 3.249 2.228
20 H 0.879 -3.793 3.298
21 H -0.854 -4.048 3.075
22 H -0.280 -2.710 4.078
23 H -0.030 -2.991 1.034
24 H 0.925 -1.839 1.947
25 H -3.133 -1.120 1.771
26 H -2.618 -2.379 2.886
27 H -2.449 -2.560 -0.174
28 H -3.741 -3.261 0.816
29 H -2.092 -3.881 0.951
30 H 0.160 0.000 2.760
31 H -1.181 -0.534 3.788
32 H -1.458 1.755 3.163
33 H -2.764 0.817 2.472
34 H -3.182 5.676 -1.560
35 N 0.022 -0.115 -4.203
36 C 1.196 0.467 -3.908
37 N 1.210 1.827 -3.936
38 S 2.584 -0.411 -3.559
39 H -0.798 0.475 -4.179
40 H -0.149 -1.018 -3.727
41 H 0.347 2.336 -3.822
42 H 2.034 2.254 -3.555
43 N -1.282 -1.627 -2.326
44 C -2.310 -2.140 -2.844
45 C -2.261 -3.071 -4.053
46 C -1.132 -3.862 -4.244
47 C -1.011 -4.682 -5.357
48 C -2.020 -4.717 -6.315
49 C -3.146 -3.923 -6.145
50 C -3.266 -3.113 -5.020
51 C -3.703 -1.854 -2.275
52 C -3.943 -0.616 -1.680
53 C -5.134 -0.354 -1.016
54 C -6.115 -1.337 -0.926
55 C -5.892 -2.575 -1.515
56 C -4.701 -2.826 -2.190
57 H -0.340 -3.797 -3.505
58 H -0.122 -5.289 -5.486
59 H -1.925 -5.352 -7.188
60 H -3.933 -3.933 -6.892
61 H -4.148 -2.495 -4.896
62 H -3.158 0.132 -1.721
63 H -5.292 0.617 -0.559
64 H -7.042 -1.139 -0.398
65 H -6.646 -3.353 -1.442
66 H -4.530 -3.800 -2.638
67 C 7.307 4.790 1.732
68 C 7.020 3.651 2.707
69 S 5.310 3.180 2.544
70 O 5.105 2.706 1.198
71 O 4.489 4.250 3.062
72 C 5.164 1.818 3.681
73 C 3.742 1.259 3.728
74 N 3.310 0.577 2.511
75 C 2.453 1.051 1.574
76 N 2.251 0.162 0.602
77 C 3.034 -0.897 0.879
78 C 3.703 -0.675 2.050
79 N 4.589 -1.556 2.714
80 O 5.151 -1.159 3.728
81 O 4.850 -2.602 2.164
82 C 1.806 2.387 1.588
83 H 8.351 5.090 1.806
84 H 6.680 5.654 1.957
85 H 7.104 4.476 0.709
86 H 7.161 3.945 3.749
87 H 7.607 2.756 2.487
88 H 5.415 2.239 4.656
89 H 5.890 1.051 3.409
90 H 3.045 2.066 3.925
91 H 3.689 0.553 4.545
92 H 3.089 -1.770 0.244
93 H 1.987 2.952 2.499
94 H 0.728 2.243 1.436
95 H 2.197 2.967 0.751

Atomic partial charges in e from the Mulliken method, atoms 1 to 8: K 1.002; C -1.545; C 0.236; N 1.219; C -0.590; C -1.242; C -0.595; C -1.604